Here is an isolated ion of composition C5H12NO and charge -1 at a distorted geometry from the Open Molecules 2025 dataset. Energies are from ωB97M-V/def2-TZVPD.

Structure (XYZ):
```
19
Properties=species:S:1:pos:R:3:forces:R:3
C 0.2780 1.8338 -2.1983 1.04 0.70 0.62
C -0.3431 1.7086 -0.8199 -1.29 -0.46 0.05
N -0.8951 0.3655 -0.6076 -0.72 -0.21 0.63
C -0.0463 -0.6560 0.0296 0.60 0.40 -1.10
C -0.6966 -2.0078 0.0865 -0.13 -1.17 0.01
C 0.6169 -0.2356 1.3716 -0.36 -0.04 0.53
O 1.0929 -1.1961 2.1651 0.08 -0.41 -0.20
H -0.3918 1.6012 -3.0202 -0.10 -0.16 0.07
H 1.1816 1.2180 -2.2245 -0.21 -0.25 -0.27
H 0.6627 2.8587 -2.3051 -0.20 -0.03 -0.22
H -1.2479 2.3150 -0.7341 0.15 0.52 -0.34
H 0.3110 2.0845 -0.0306 0.31 -0.25 -0.04
H -1.7308 0.4575 -0.0367 0.09 0.04 0.02
H 0.7221 -0.7461 -0.7472 0.56 -0.40 0.26
H 0.0351 -2.6674 0.5653 0.06 0.05 -0.16
H -1.5925 -2.1896 0.6864 -0.16 0.82 0.28
H -0.9604 -2.4007 -0.9031 0.22 0.17 -0.08
H 1.4087 0.4958 1.0804 -0.09 0.40 -0.01
H -0.2218 0.3537 1.8698 0.12 0.29 -0.06
```
Positions in Å, forces in eV/Å.

Charge: -1
HOMO-LUMO gap, hartree: 0.2262
E, Ha: -327.6666
Structure (SMILES): CCN[C@H](C)C[O-]
HOMO, eV: -2.22
ΔE to the lowest compared entry with this formula, charge and spin, kcal/mol: 18.49